No. 1
Here is the ion C3H5BrN3 with charge +1 from the OMol25 dataset. Energies are from ωB97M-V/def2-TZVPD.

Properties
Energy above the lowest of the compared OMol25 structures with the same formula, charge and spin in kcal/mol: 16.2
LUMO (spin up / spin down) in eV: -4.80 / -9.03
Max |F| in Eh/bohr: 0.071
HOMO (spin up / spin down) in eV: -14.002 / -14.955
⟨S²⟩: 2.037
Kohn-Sham gap (spin up / spin down) in eV: 9.20 / 5.93

```
! RIJCOSX wB97M-V def2-TZVPD def2/J DEFGRID3
* xyz 1 3
C 0.2512 -0.4986 -0.9851
C -0.7396 1.4350 -0.2389
C -0.2788 -0.9955 0.4049
N -0.2718 0.7623 -1.2605
N -0.2086 1.2100 1.0105
N 0.4076 0.1184 1.1622
Br 2.2760 -0.3570 -0.6291
H 0.1199 -1.3290 -1.8481
H -1.3107 2.3162 -0.3581
H -1.4312 -0.6476 0.2986
H 0.0016 -2.0301 0.5930
H 1.1845 0.0160 1.8505
*
```

---

No. 2
Here is a cluster of 2 separate species, C3H10O2 in total from the OMol25 dataset. Energies are from ωB97M-V/def2-TZVPD.

Properties
Energy above the lowest of the compared OMol25 structures with the same formula, charge and spin in kcal/mol: 30.0
SMILES: CCO.CO
LUMO in eV: 0.64
Max |F| in Eh/bohr: 0.063
HOMO in eV: -10.160
Kohn-Sham gap in eV: 10.80

```
! RIJCOSX wB97M-V def2-TZVPD def2/J DEFGRID3
* xyz 0 1
C 2.6138 -0.2473 2.4537
C 1.7508 -0.3778 1.2010
O 1.3383 -1.7453 1.0880
H 3.6768 -0.4487 2.3655
H 2.6166 0.7953 2.8071
H 2.1496 -0.8056 3.2662
H 2.3109 -0.1496 0.2924
H 0.9165 0.3003 1.3232
H 1.8800 -2.1607 0.4293
C -3.4539 0.6303 -2.5684
O -2.4782 1.6075 -2.7866
H -4.3661 0.7887 -3.1659
H -3.1698 -0.2805 -3.1357
H -3.7849 0.3002 -1.5871
H -2.0003 1.7931 -1.9828
*
```

---

No. 3
Here is a cluster of 2 separate species, C7H11ClN3S in total from the OMol25 dataset. Energies are from ωB97M-V/def2-TZVPD.

Properties
LUMO in eV: -3.30
Max |F| in Eh/bohr: 0.096
HOMO in eV: -12.168
Kohn-Sham gap in eV: 8.86

```
! RIJCOSX wB97M-V def2-TZVPD def2/J DEFGRID3
* xyz 1 1
C 0.0194 2.1786 -3.8082
C -0.1319 0.8459 -3.9594
C -0.2797 1.6654 -1.7173
C -0.5036 1.7437 0.3396
C 1.4607 -1.4732 1.3714
C -0.9506 -1.9352 1.2966
C -0.0243 0.1879 2.2272
N -0.0739 2.5801 -2.5335
N -0.1678 0.6852 0.8347
N 0.1596 -1.2926 2.0654
S -0.5237 0.0715 -2.4658
Cl -1.0766 3.1906 0.9388
H 0.3698 2.9379 -4.5538
H 0.0005 0.2141 -4.8686
H 2.3157 -0.9326 1.7841
H 1.8209 -2.5677 1.1102
H 1.2749 -1.0422 0.2538
H -0.7351 -3.0245 1.2212
H -1.9860 -1.9980 1.6832
H -1.1250 -1.5478 0.2748
H 0.9798 0.6875 2.5572
H -0.9700 0.4527 2.8125
H 0.1469 -1.6274 3.1357
*
```

---

No. 4
Here is a cluster of 2 separate species, C5H13NO in total from the OMol25 dataset. Energies are from ωB97M-V/def2-TZVPD.

Properties
Energy above the lowest of the compared OMol25 structures with the same formula, charge and spin in kcal/mol: 80.9
SMILES: C=C(CC)NC.O
LUMO in eV: 0.77
Max |F| in Eh/bohr: 0.107
HOMO in eV: -7.739
Kohn-Sham gap in eV: 8.51

```
! RIJCOSX wB97M-V def2-TZVPD def2/J DEFGRID3
* xyz 0 1
C -1.0106 -0.5115 -1.6192
C 0.0154 -0.0785 -0.7789
C 0.6082 -1.1166 0.1979
C 2.0963 -0.8671 0.0792
N 0.0097 1.2586 -0.4358
C 0.1854 1.6353 0.8679
H -1.6164 0.3385 -2.1369
H -1.5868 -1.4188 -1.3305
H 0.3477 -1.0841 1.3489
H 0.3536 -2.0366 -0.0948
H 2.4655 -1.2036 -0.8782
H 2.3602 0.2238 0.0280
H 2.7026 -1.2340 0.9212
H -0.5283 1.9057 -1.0963
H 1.2668 1.5514 1.0890
H -0.1367 0.8624 1.5633
H -0.1175 2.6477 1.0849
O -2.8989 -0.3338 0.5286
H -2.4690 0.0054 -0.2887
H -2.0473 -0.5444 0.9504
*
```

---

No. 5
Here is a cluster of 3 separate species, C5H12O2 in total from the OMol25 dataset. Energies are from ωB97M-V/def2-TZVPD.

Properties
Energy above the lowest of the compared OMol25 structures with the same formula, charge and spin in kcal/mol: 123.7
LUMO in eV: 0.65
Max |F| in Eh/bohr: 0.111
HOMO in eV: -6.593
Kohn-Sham gap in eV: 7.24

```
! RIJCOSX wB97M-V def2-TZVPD def2/J DEFGRID3
* xyz 0 1
C 0.0321 0.0829 -0.3222
C -1.9602 0.6345 0.4697
C 0.0816 -0.5975 0.8941
C 0.7236 1.3839 -0.5580
C 1.9480 -1.4909 0.3913
O -0.2644 -0.5536 -1.4866
O -2.3826 1.4458 -0.6019
H -0.5789 -1.4504 -1.2995
H -2.3128 0.9254 -1.4145
H -2.5899 -0.2525 0.5844
H -1.9202 1.2403 1.3718
H 0.3704 -0.0417 1.7733
H -0.4778 -1.5144 1.0237
H 1.5482 1.2540 -1.2603
H 0.0034 2.0789 -1.0002
H 1.1004 1.8106 0.3700
H 2.6567 -0.8222 -0.0936
H 1.7269 -2.3614 -0.2257
H 2.2955 -1.7718 1.3843
*
```

---

No. 6
Here is a cluster of 7 separate species, C25H42O11 in total from the OMol25 dataset. Energies are from ωB97M-V/def2-TZVPD.

Properties
LUMO (spin up / spin down) in eV: -5.05 / -9.07
Max |F| in Eh/bohr: 0.120
HOMO (spin up / spin down) in eV: -11.839 / -11.826
⟨S²⟩: 0.757
Kohn-Sham gap (spin up / spin down) in eV: 6.79 / 2.75

```
! RIJCOSX wB97M-V def2-TZVPD def2/J DEFGRID3
* xyz 1 2
O -1.3729 -0.4057 3.3174
C -0.7901 -1.5089 3.2814
O 0.4259 -1.6524 3.8999
C 0.7878 -3.0284 3.9212
C 0.0192 -3.6331 2.7681
C -1.2837 -2.8129 2.6813
H 0.4837 -3.5352 4.8370
H 1.8465 -3.1958 3.7232
H -0.2530 -4.6645 2.9922
H 0.6433 -3.4946 1.8852
H -2.1758 -3.1842 3.1858
H -1.4752 -2.4927 1.6571
O 4.4655 3.1189 1.7072
C 4.2060 1.9055 1.9409
O 4.8799 1.1026 2.6964
C 4.2541 -0.1275 2.9230
C 2.8489 0.0515 2.3941
C 2.9532 1.2240 1.4201
H 4.2878 -0.4188 3.9729
H 4.7478 -0.9471 2.4008
H 2.0365 0.4276 3.0159
H 2.5362 -0.8616 1.8876
H 2.0245 1.7927 1.3710
H 3.0484 0.8470 0.4018
O -3.6164 0.1960 -1.1930
C -3.7081 0.8514 -0.1607
O -4.8712 1.2491 0.3311
C -4.7915 2.0499 1.5124
C -3.2472 2.2903 1.6572
C -2.5402 1.3100 0.7017
H -5.2583 1.5532 2.3630
H -5.4260 2.9087 1.2937
H -3.1126 2.1780 2.7330
H -3.0180 3.3307 1.4267
H -2.1539 0.4038 1.1683
H -1.8302 1.7062 -0.0243
O -2.3150 -2.7070 -0.6476
C -2.8795 -3.1633 -1.6531
O -2.3852 -4.1487 -2.3697
C -3.1035 -4.4074 -3.5830
C -4.4858 -3.8615 -3.2997
C -4.2360 -2.7586 -2.2453
H -3.0536 -5.4722 -3.8108
H -2.5739 -3.8880 -4.3817
H -5.0867 -4.5990 -2.7676
H -4.9571 -3.4782 -4.2046
H -4.9977 -2.7190 -1.4666
H -4.2036 -1.7664 -2.6954
C 1.0012 4.0213 0.3890
C 0.9746 4.3404 1.8480
O 0.5509 3.5198 2.6733
C 1.3125 5.7865 2.2248
H 2.0364 3.9455 0.0563
H 0.4472 4.6964 -0.2632
H 0.5872 3.0155 0.3173
H 0.7424 6.0766 3.1074
H 1.0608 6.5227 1.4613
H 2.3660 5.9381 2.4597
C 0.2865 -0.3727 -0.5553
C 1.3463 -1.1787 -1.3513
O 2.5172 -1.1928 -1.0137
C 0.7724 -2.0133 -2.4780
H -0.6143 -0.9850 -0.5139
H -0.0001 0.5852 -0.9893
H 0.6964 -0.1992 0.4397
H 0.6766 -1.3257 -3.3184
H -0.2346 -2.4202 -2.3850
H 1.4361 -2.8220 -2.7839
C 2.8125 0.5091 -5.2032
C 2.9751 1.7749 -4.5200
O 2.6254 2.8392 -5.0647
C 3.4403 1.7388 -3.0868
H 2.0871 -0.1262 -4.6951
H 3.6983 -0.0961 -5.3962
H 2.3791 0.8341 -6.1490
H 3.0541 0.8550 -2.5790
H 3.1636 2.6375 -2.5356
H 4.5099 1.5306 -3.0602
*
```

---

Please write out number 2 again, unchanged.
Here is a cluster of 2 separate species, C3H10O2 in total from the OMol25 dataset. Energies are from ωB97M-V/def2-TZVPD.

Properties
Energy above the lowest of the compared OMol25 structures with the same formula, charge and spin in kcal/mol: 30.0
SMILES: CCO.CO
LUMO in eV: 0.64
Max |F| in Eh/bohr: 0.063
HOMO in eV: -10.160
Kohn-Sham gap in eV: 10.80

```
! RIJCOSX wB97M-V def2-TZVPD def2/J DEFGRID3
* xyz 0 1
C 2.6138 -0.2473 2.4537
C 1.7508 -0.3778 1.2010
O 1.3383 -1.7453 1.0880
H 3.6768 -0.4487 2.3655
H 2.6166 0.7953 2.8071
H 2.1496 -0.8056 3.2662
H 2.3109 -0.1496 0.2924
H 0.9165 0.3003 1.3232
H 1.8800 -2.1607 0.4293
C -3.4539 0.6303 -2.5684
O -2.4782 1.6075 -2.7866
H -4.3661 0.7887 -3.1659
H -3.1698 -0.2805 -3.1357
H -3.7849 0.3002 -1.5871
H -2.0003 1.7931 -1.9828
*
```